{"formula": "C15H40BN3O4P", "method": "ωB97M-V/def2-TZVPD", "energy_ha": -1426.79997, "spin_multiplicity": 1, "charge": -1, "e_homo_ev": -2.840, "symbols": ["C", "C", "N", "C", "C", "P", "C", "C", "C", "N", "B", "N", "O", "C", "C", "O", "H", "H", "H", "H", "H", "H", "H", "H", "H", "H", "H", "H", "H", "H", "H", "H", "H", "H", "H", "H", "H", "H", "H", "H", "C", "C", "C", "O", "H", "H", "H", "H", "H", "H", "H", "H", "C", "C", "C", "O", "H", "H", "H", "H", "H", "H", "H", "H"], "coordinates": [[-3.6138, -1.3209, -1.7979], [-2.1392, -0.7704, -2.1226], [-1.5655, 0.0909, -1.0365], [-0.0833, -0.0675, -0.9905], [0.7289, 1.3038, -0.7318], [0.4569, 2.0419, 1.0365], [0.7861, 3.8442, 0.4495], [-0.5578, 4.7436, 0.3433], [-1.7083, 4.7195, 1.4496], [-0.6390, 5.5410, -0.7091], [2.2946, 1.7416, 1.5795], [3.0296, 0.4248, 1.3351], [3.1001, 2.7417, 2.3082], [-2.2098, -0.1564, 0.2585], [-1.8573, -1.3269, 1.2743], [-3.1482, 0.6163, 0.5985], [-3.6073, -2.1412, -0.9929], [-4.3698, -0.5026, -1.5720], [-3.9814, -1.8261, -2.7675], [-2.2234, -0.1807, -3.1065], [-1.5001, -1.6857, -2.3626], [0.2340, -0.4095, -2.0456], [0.2960, -0.8699, -0.2759], [1.8202, 1.0710, -0.9794], [0.3719, 2.0266, -1.5590], [-0.9354, 2.2226, 0.6870], [0.1766, 2.5592, 2.3806], [0.1256, 0.7034, 1.5604], [1.3008, 3.7720, -0.5814], [1.4958, 4.4433, 1.1094], [-1.4904, 5.4430, 2.3060], [-1.8151, 3.6823, 1.9307], [-2.7103, 4.9233, 0.9349], [0.2131, 5.4365, -1.2865], [2.4162, -0.3758, 1.5256], [3.4371, 0.3972, 0.3957], [3.6380, 3.2056, 1.6358], [-2.8017, -1.8013, 1.6933], [-1.2318, -0.8841, 2.1464], [-1.1937, -2.1126, 0.7586], [1.6359, -2.6054, -5.0800], [0.1589, -2.5417, -4.7236], [-0.6973, -3.2059, -5.7907], [-0.2355, -1.1804, -4.5787], [1.8335, -2.0799, -6.0199], [2.2375, -2.1149, -4.3105], [1.9737, -3.6402, -5.1813], [-0.0081, -3.0320, -3.7607], [-0.5801, -2.7010, -6.7551], [-1.7564, -3.1427, -5.5270], [-0.4296, -4.2587, -5.9135], [-0.0918, -0.7367, -5.4247], [2.5227, -2.0140, 4.5973], [1.2629, -1.1624, 4.6089], [0.3541, -1.5340, 5.7703], [0.5601, -1.3385, 3.3817], [2.2755, -3.0749, 4.4822], [3.1603, -1.7435, 3.7515], [3.0939, -1.8871, 5.5206], [1.5345, -0.1059, 4.6782], [0.0324, -2.5782, 5.6956], [-0.5517, -0.9222, 5.7594], [0.8602, -1.3928, 6.7289], [0.3153, -2.2708, 3.3115]], "nbo_charge": [-0.64, -0.19, -0.53, -0.23, -0.74, 0.58, -0.82, 0.36, -0.69, -0.71, 0.90, -1.23, -0.99, 0.76, -0.77, -0.58, 0.20, 0.23, 0.20, 0.20, 0.17, 0.20, 0.18, 0.17, 0.20, -0.20, -0.19, -0.20, 0.19, 0.22, 0.21, 0.25, 0.22, 0.32, 0.39, 0.38, 0.48, 0.23, 0.30, 0.20, -0.63, 0.09, -0.63, -0.71, 0.19, 0.23, 0.20, 0.18, 0.19, 0.22, 0.20, 0.46, -0.63, 0.09, -0.63, -0.71, 0.19, 0.23, 0.20, 0.20, 0.19, 0.22, 0.20, 0.45]}

=====

{"formula": "C15H40ClO9", "method": "ωB97M-V/def2-TZVPD", "energy_ha": -1732.69697, "spin_multiplicity": 1, "de_lowest_kcal_mol": 0.00, "charge": -1, "e_homo_ev": -7.071, "symbols": ["Cl", "O", "O", "O", "O", "C", "C", "C", "O", "H", "H", "H", "H", "H", "H", "H", "H", "C", "C", "C", "O", "H", "H", "H", "H", "H", "H", "H", "H", "C", "C", "C", "O", "H", "H", "H", "H", "H", "H", "H", "H", "C", "C", "C", "O", "H", "H", "H", "H", "H", "H", "H", "H", "C", "C", "C", "O", "H", "H", "H", "H", "H", "H", "H", "H"], "coordinates": [[0.4687, -0.8112, 0.3121], [1.4320, 0.2339, 0.2696], [-0.7231, -0.3834, 1.0185], [0.0638, -1.1755, -1.0384], [1.0357, -1.9413, 1.0072], [2.1178, 1.8542, -2.3679], [0.9922, 2.8779, -2.2932], [1.5444, 4.2969, -2.1556], [0.2029, 2.8318, -3.4837], [2.8326, 2.0705, -3.1643], [1.7383, 0.8399, -2.4857], [2.6643, 1.9070, -1.4192], [0.3577, 2.5985, -1.4444], [0.8755, 4.9840, -2.6765], [2.5610, 4.4025, -2.5265], [1.4884, 4.6051, -1.1083], [-0.4030, 2.0813, -3.4453], [2.4263, -5.1733, -2.8221], [1.7015, -4.1531, -1.9580], [0.3900, -4.7180, -1.3939], [2.5997, -3.8831, -0.9047], [2.7141, -6.0201, -2.2001], [3.2368, -4.6813, -3.3583], [1.7717, -5.5726, -3.6052], [1.3976, -3.3293, -2.6127], [-0.1691, -3.9347, -0.8748], [0.6065, -5.4604, -0.6235], [-0.2419, -5.1020, -2.1954], [2.2703, -3.1281, -0.3973], [-3.1502, -1.2816, -2.2164], [-2.5384, -0.4530, -3.3519], [-3.5762, 0.2919, -4.1493], [-1.6032, 0.5150, -2.8354], [-3.4869, -0.7287, -1.3386], [-2.5301, -2.1250, -1.9183], [-4.0816, -1.7373, -2.5860], [-1.9167, -1.1704, -3.8968], [-4.3825, 0.7001, -3.5331], [-4.1191, -0.3652, -4.8354], [-3.1404, 1.1205, -4.7056], [-1.0631, 0.0065, -2.2081], [-2.0517, 3.2792, 1.6354], [-1.6307, 2.6433, 2.9524], [-1.9185, 3.4862, 4.1993], [-2.2929, 1.3945, 3.1403], [-1.5909, 4.2510, 1.4578], [-3.1292, 3.2161, 1.4756], [-1.6468, 2.6398, 0.8399], [-0.5524, 2.4595, 2.8545], [-1.4262, 4.4537, 4.1048], [-1.6039, 2.9454, 5.0863], [-3.0002, 3.6388, 4.1825], [-1.8025, 0.7313, 2.6320], [0.5312, -0.0178, 4.5220], [2.0428, -0.0627, 4.4594], [2.5987, -1.4432, 4.8011], [2.4523, 0.4120, 3.1904], [0.1037, -0.4649, 5.4269], [0.0677, -0.6070, 3.7191], [0.1387, 0.9934, 4.4378], [2.4348, 0.6320, 5.2183], [2.3406, -2.1048, 3.9653], [2.0503, -1.8308, 5.6658], [3.6661, -1.5136, 4.9910], [1.8548, -0.0202, 2.5642]], "nbo_charge": [2.55, -0.85, -0.89, -0.90, -0.88, -0.62, 0.09, -0.63, -0.76, 0.19, 0.22, 0.21, 0.17, 0.22, 0.20, 0.21, 0.50, -0.61, 0.10, -0.64, -0.74, 0.20, 0.21, 0.19, 0.16, 0.23, 0.20, 0.19, 0.50, -0.64, 0.09, -0.62, -0.77, 0.22, 0.22, 0.19, 0.16, 0.21, 0.20, 0.22, 0.50, -0.64, 0.10, -0.62, -0.75, 0.20, 0.21, 0.23, 0.16, 0.20, 0.21, 0.20, 0.50, -0.64, 0.10, -0.63, -0.72, 0.20, 0.22, 0.22, 0.15, 0.22, 0.19, 0.21, 0.48]}

=====

{"formula": "C15H40O10P3", "method": "ωB97M-V/def2-TZVPD", "energy_ha": -2371.78107, "spin_multiplicity": 1, "charge": -1, "e_homo_ev": -3.047, "symbols": ["O", "C", "O", "C", "C", "P", "H", "H", "H", "H", "H", "H", "H", "H", "H", "H", "O", "P", "O", "C", "C", "O", "C", "C", "O", "C", "C", "H", "H", "H", "H", "H", "H", "H", "H", "H", "H", "H", "H", "H", "H", "H", "O", "P", "O", "C", "C", "O", "C", "C", "O", "C", "C", "H", "H", "H", "H", "H", "H", "H", "H", "H", "H", "H", "H", "H", "H", "H"], "coordinates": [[3.1543, -3.2306, -1.6694], [2.1814, -3.1343, -2.4525], [2.3009, -2.1603, -3.4724], [0.9051, -4.0919, -2.3119], [-0.2156, -3.7454, -3.4080], [-1.5882, -2.5678, -2.7297], [2.8608, -1.4454, -3.1118], [1.3266, -5.1500, -2.4558], [0.4805, -4.0836, -1.2526], [-0.6925, -4.7256, -3.7634], [0.2079, -3.2533, -4.3481], [-2.0813, -2.4420, -4.0917], [-2.3910, -3.7721, -2.4635], [-1.0427, -2.5715, -1.3850], [-0.7350, -1.3971, -3.0030], [-2.6807, -1.7416, -2.2439], [1.4456, 4.0664, 0.0969], [0.9795, 2.9771, -0.8775], [1.9829, 3.4796, -2.1028], [3.3876, 3.4080, -1.8720], [3.9077, 1.9858, -2.0042], [-0.4309, 3.7752, -1.2643], [-1.0544, 4.5921, -0.2705], [-0.6527, 6.0501, -0.4436], [0.4381, 1.7068, -1.8728], [0.0832, 1.9203, -3.2457], [1.2249, 1.6281, -4.2025], [3.6342, 3.8076, -0.8850], [3.8757, 4.0509, -2.6090], [3.2643, 1.2699, -1.4857], [4.9204, 1.9078, -1.6013], [3.9457, 1.6882, -3.0539], [-0.8279, 4.2320, 0.7299], [-2.1373, 4.4931, -0.3895], [0.4085, 6.1655, -0.6702], [-0.8794, 6.6246, 0.4577], [-1.1939, 6.4939, -1.2812], [-0.3130, 2.9215, -3.4170], [-0.7235, 1.2125, -3.4554], [1.9077, 2.4773, -4.2851], [0.8481, 1.4471, -5.2135], [1.8082, 0.7650, -3.8793], [-1.3227, -1.6427, 1.4380], [-0.6155, -1.6682, 2.7957], [-2.0055, -1.8032, 3.6959], [-2.8055, -2.9668, 3.4949], [-2.2150, -4.1831, 4.1892], [-0.3526, -0.0251, 2.8366], [-0.1916, 0.6619, 1.5924], [-1.5095, 1.2803, 1.1493], [0.3329, -1.7891, 4.2104], [0.0153, -1.0443, 5.3894], [-0.8210, -1.8370, 6.3793], [-2.9283, -3.1668, 2.4277], [-3.7995, -2.7566, 3.8979], [-1.1385, -4.2637, 4.0175], [-2.6988, -5.0979, 3.8389], [-2.3686, -4.1204, 5.2686], [0.2162, 0.0008, 0.8303], [0.5542, 1.4515, 1.7389], [-2.3593, 0.6151, 1.3103], [-1.4764, 1.5484, 0.0900], [-1.7158, 2.1832, 1.7283], [-0.4643, -0.0931, 5.1580], [0.9741, -0.8156, 5.8636], [-1.8813, -1.8111, 6.1199], [-0.7475, -1.4067, 7.3833], [-0.5152, -2.8841, 6.4159]], "nbo_charge": [-0.65, 0.81, -0.71, -0.52, -0.74, 0.51, 0.49, 0.22, 0.25, 0.19, 0.20, -0.21, -0.23, -0.20, -0.23, -0.17, -0.90, 2.37, -0.81, -0.07, -0.64, -0.81, -0.06, -0.63, -0.79, -0.05, -0.63, 0.19, 0.18, 0.21, 0.21, 0.21, 0.18, 0.18, 0.22, 0.20, 0.20, 0.19, 0.22, 0.20, 0.22, 0.21, -0.85, 2.36, -0.82, -0.08, -0.64, -0.82, -0.07, -0.65, -0.81, -0.05, -0.63, 0.21, 0.18, 0.21, 0.21, 0.20, 0.20, 0.17, 0.23, 0.23, 0.19, 0.20, 0.18, 0.22, 0.20, 0.21]}

=====

{"formula": "C15H40O5", "method": "ωB97M-V/def2-TZVPD", "energy_ha": -971.67561, "spin_multiplicity": 1, "de_lowest_kcal_mol": 25.21, "e_homo_ev": -9.319, "smiles": "CC(C)O.CC(C)O.CC(C)O.CC(C)O.CC(C)O", "symbols": ["C", "C", "C", "O", "H", "H", "H", "H", "H", "H", "H", "H", "C", "C", "C", "O", "H", "H", "H", "H", "H", "H", "H", "H", "C", "C", "C", "O", "H", "H", "H", "H", "H", "H", "H", "H", "C", "C", "C", "O", "H", "H", "H", "H", "H", "H", "H", "H", "C", "C", "C", "O", "H", "H", "H", "H", "H", "H", "H", "H"], "coordinates": [[-1.2535, -5.8673, 0.7643], [-0.8631, -4.4719, 0.3961], [-1.9107, -3.7630, -0.4719], [-0.7060, -3.7213, 1.5999], [-0.4431, -6.4127, 1.2562], [-1.5189, -6.5269, -0.0667], [-2.1106, -5.8858, 1.4416], [0.0741, -4.4663, -0.1803], [-1.7405, -2.6916, -0.5506], [-2.8891, -3.9491, -0.0162], [-1.9932, -4.1906, -1.4770], [-0.5742, -2.7945, 1.3509], [-0.3175, 5.9539, 1.3456], [-0.8668, 4.6659, 0.7315], [-0.4122, 4.5577, -0.7288], [-0.4781, 3.5491, 1.5173], [0.6604, 6.3349, 1.0461], [-0.4926, 6.0000, 2.4215], [-0.9257, 6.8007, 0.9847], [-1.9548, 4.7339, 0.6660], [-0.9702, 5.2584, -1.3529], [-0.4923, 3.5563, -1.1529], [0.6426, 4.8164, -0.8809], [0.3855, 3.7502, 1.8915], [1.8287, -0.9325, -0.3311], [0.6921, -0.0719, 0.2445], [-0.2003, 0.4063, -0.8810], [-0.0273, -0.9285, 1.1414], [2.5341, -1.3989, 0.3440], [2.3664, -0.2499, -1.0098], [1.4400, -1.5871, -1.1180], [1.1129, 0.7763, 0.7962], [-1.1020, 0.8984, -0.5116], [-0.4577, -0.3552, -1.6141], [0.3567, 1.2083, -1.3841], [-0.6457, -0.3348, 1.6174], [3.2806, -0.7603, -4.0222], [3.1157, -2.1591, -4.5635], [1.6703, -2.5308, -4.8665], [3.8231, -2.2688, -5.8549], [2.6373, -0.1040, -4.6097], [4.3226, -0.4649, -4.1332], [2.9878, -0.7734, -2.9750], [3.6354, -2.8953, -3.9409], [1.2733, -1.7956, -5.5741], [1.0133, -2.5128, -3.9924], [1.5956, -3.4602, -5.4292], [4.0920, -3.1881, -5.9130], [-0.5261, 1.3156, 4.5977], [-1.8364, 1.1955, 3.8215], [-2.7571, 2.3292, 4.1505], [-1.5884, 1.0672, 2.4337], [-0.0563, 2.2918, 4.4194], [0.1793, 0.5510, 4.2713], [-0.6819, 1.3287, 5.6778], [-2.3112, 0.2628, 4.1421], [-2.3606, 3.3328, 3.9552], [-3.2451, 2.2928, 5.1207], [-3.5743, 2.3303, 3.4091], [-1.4363, 1.9487, 2.0466]], "nbo_charge": [-0.62, 0.09, -0.63, -0.74, 0.21, 0.21, 0.21, 0.15, 0.21, 0.20, 0.20, 0.50, -0.66, 0.09, -0.64, -0.74, 0.22, 0.22, 0.22, 0.18, 0.21, 0.22, 0.20, 0.48, -0.62, 0.10, -0.63, -0.78, 0.23, 0.20, 0.20, 0.16, 0.22, 0.21, 0.20, 0.51, -0.63, 0.10, -0.63, -0.74, 0.21, 0.23, 0.21, 0.16, 0.21, 0.21, 0.21, 0.46, -0.63, 0.09, -0.65, -0.76, 0.19, 0.22, 0.21, 0.18, 0.21, 0.22, 0.22, 0.50]}

=====

Calculated F_max in order - 0.0798, 0.0293, 0.1808, 0.0444 Eh/bohr